a:
This record from OMol25 describes a cluster of 2 separate species, C3H10NO2 in total. The level of theory is wB97M-V/def2-TZVPD.

```
16
Properties=species:S:1:pos:R:3:lowdin_charge:R:1
C -1.09707 -0.66493 0.81499 -0.15
C 0.30142 -0.95500 1.38493 -0.12
C 1.51054 -0.85352 0.41508 -0.22
O 1.52695 -0.45689 -0.71718 0.06
N -1.10424 0.69153 0.25318 0.18
H -1.47233 -1.49834 0.14872 0.17
H -1.72850 -0.63220 1.70889 0.13
H 0.56271 -0.24942 2.16665 0.12
H 0.40090 -1.92366 1.87795 0.13
H 2.47967 -1.20818 0.84272 0.14
H -2.09207 0.97296 -0.01565 0.20
H -0.80652 1.42674 0.93132 0.19
H -0.55822 0.88873 -0.60234 0.13
H 1.38396 1.23194 -2.97980 0.03
H 0.18309 1.79416 -3.52417 0.04
O 0.50970 1.43610 -2.70529 -0.04
```

Properties
Total charge: +1
E_HOMO, eV: -13.991
2S+1: 1

---

b:
This record from OMol25 describes the ion C3H10NO2 with charge +1. The level of theory is wB97M-V/def2-TZVPD.

```
16
Properties=species:S:1:pos:R:3:lowdin_charge:R:1
C -1.83659 0.65257 0.89470 -0.01
C -0.70599 0.43475 -0.13397 -0.44
O -1.02974 -0.03854 -1.34967 -0.01
N 0.52277 -0.40707 0.45502 0.11
C 1.60892 -0.49512 -0.68072 -0.21
O 2.78615 -0.98948 -0.18580 0.05
H -2.50481 -0.22975 0.89917 0.10
H -2.33649 1.48900 0.39681 0.10
H -1.48965 0.96467 1.91358 0.11
H -0.30592 1.51040 -0.45607 0.20
H -1.69196 -0.82488 -1.42758 0.19
H 0.83704 0.33540 1.16682 0.20
H 0.33632 -1.43113 0.76574 0.22
H 1.09741 -1.14105 -1.40928 0.14
H 1.49156 0.45286 -1.15085 0.12
H 3.22097 -0.28264 0.30209 0.12
```

Properties
SMILES string: C[C@H](O)[NH2+]CO
Total charge: +1
E_HOMO, eV: -15.931
2S+1: 1

---

Stability check: which of them is least stable? b.

---

a:
This record from OMol25 describes a structure of composition C3H3N2O2. The level of theory is wB97M-V/def2-TZVPD.

```
10
Properties=species:S:1:pos:R:3:lowdin_charge:R:1
C 0.52934 -0.25441 0.46726 -0.19
C -1.71261 -0.12650 -0.11868 -0.46
C 1.57171 0.58735 -0.10948 0.12
N -0.44828 -1.05191 0.33957 0.30
N 0.32356 1.07946 0.44230 0.25
O -2.73996 -0.64065 -0.28214 0.27
O -1.25651 1.04430 -0.31714 0.21
H 2.40799 1.04349 0.42818 0.16
H 1.79579 0.38758 -1.16337 0.17
H -0.47103 -2.06870 0.31349 0.19
```

Properties
Total charge: +1
E_HOMO, eV: -16.826
2S+1: 1

---

b:
This record from OMol25 describes the ion C3H3N2O2 with charge +1. The level of theory is wB97M-V/def2-TZVPD.

```
10
Properties=species:S:1:pos:R:3:lowdin_charge:R:1
O 3.52688 0.31892 -0.03923 0.37
C 2.42960 0.04695 -0.02627 -0.12
N 1.22386 -0.05671 0.27065 0.24
C 0.12894 -0.40606 -0.32180 -0.01
C -1.12484 -0.44618 0.33138 -0.08
N -1.37064 1.06105 0.45346 0.05
O -1.73593 1.64668 -0.47952 0.15
H 0.05518 -0.66311 -1.30747 0.14
H -2.04194 -0.79013 -0.18739 0.17
H -1.09111 -0.71141 1.30620 0.10
```

Properties
SMILES string: O=C=[N+]=CCN=O
Total charge: +1
E_HOMO (spin up / spin down), eV: -14.522 / -14.522
2S+1: 1

---

Stability check: which of them is least stable? a.

---

a:
This record from OMol25 describes an isolated molecule of C2H4OS2. The level of theory is wB97M-V/def2-TZVPD.

```
9
Properties=species:S:1:pos:R:3:lowdin_charge:R:1
C 0.57706 -0.88355 -0.12701 -0.21
C -0.85214 -0.66138 0.04273 -1.03
S -2.12464 -1.62867 -0.16693 0.68
S -1.14916 1.30474 -0.11286 0.80
O 0.24987 1.83363 0.68816 -0.52
H 0.71580 -1.58599 -0.89055 0.06
H 1.04787 -1.13490 0.81473 0.09
H 1.06535 0.06111 -0.50452 0.08
H 0.46998 2.69502 0.25625 0.05
```

Properties
SMILES string: CC(=S)SO
E_HOMO, eV: -8.853
2S+1: 1

---

b:
This record from OMol25 describes an isolated molecule of C2H4OS2. The level of theory is wB97M-V/def2-TZVPD.

```
9
Properties=species:S:1:pos:R:3:lowdin_charge:R:1
C 0.61151 -0.40142 0.16003 -0.01
C -0.37049 0.31960 0.66198 -0.28
S -1.96288 0.47743 -0.19626 0.29
O -2.37729 1.79308 0.24759 -0.50
S -3.20494 -1.01354 0.00790 0.22
H 1.56211 -0.52828 0.64579 0.07
H 0.85594 -0.89497 -0.70978 0.05
H -0.46092 0.82874 1.63562 0.10
H -1.73954 0.78646 -1.54484 0.06
```

Properties
SMILES string: C=C[S@H](=O)=S
E_HOMO, eV: -9.467
2S+1: 1

---

c:
This record from OMol25 describes an isolated molecule of C2H4OS2. The level of theory is wB97M-V/def2-TZVPD.

```
9
Properties=species:S:1:pos:R:3:lowdin_charge:R:1
C -0.63639 -0.88764 -0.03270 -0.82
C 1.01103 1.36644 0.30619 -0.40
O -1.74861 -2.90764 -1.06240 -0.62
S -1.21262 -2.37193 0.26288 0.84
S 0.36646 -0.12061 1.12594 0.78
H -0.82446 -0.44828 -1.08501 0.10
H 1.93663 1.76618 0.68128 0.03
H 0.16245 2.11410 0.58058 0.06
H 0.94551 1.48939 -0.77675 0.04
```

Properties
E_HOMO, eV: -8.241
2S+1: 1

---

Stability check: which of them is least stable? b.

---

a:
This record from OMol25 describes a cluster of 3 separate species, C6H12Br6 in total. The level of theory is wB97M-V/def2-TZVPD.

```
24
Properties=species:S:1:pos:R:3:lowdin_charge:R:1
Br 4.33504 4.47253 0.42178 0.77
C 2.70521 4.58702 1.53591 -0.64
C 3.15181 5.07528 2.89986 -0.71
Br 1.64367 5.29786 4.12945 0.66
H 2.33922 3.56062 1.56184 -0.01
H 2.00793 5.29458 1.08729 0.07
H 3.64951 6.03694 2.77490 0.06
H 3.81876 4.32540 3.32526 0.06
Br -4.12305 -6.16034 -0.78674 0.57
C -4.15555 -4.37090 -1.69533 -0.62
C -2.74471 -3.77087 -1.60509 -0.66
Br -1.35523 -4.85836 -2.61304 0.54
H -4.95387 -3.78258 -1.24295 0.06
H -4.43359 -4.50242 -2.74104 0.06
H -2.40567 -3.86477 -0.57342 0.02
H -2.75566 -2.73267 -1.93693 0.05
Br -1.30837 -0.88979 0.95464 0.69
C 0.08262 -1.32305 -0.48654 -0.52
C 0.76482 -0.00170 -1.03184 -0.56
Br 1.62364 1.05179 0.38739 0.89
H -0.30728 -2.09757 -1.14699 0.04
H 0.82287 -1.92236 0.04352 0.06
H 0.06561 0.71185 -1.46780 0.06
H 1.53228 -0.13638 -1.79406 0.08
```

Properties
Total charge: +1
E_HOMO (spin up / spin down), eV: -12.150 / -12.146
2S+1: 2

---

b:
This record from OMol25 describes a cluster of 3 separate species, C6H12Br6 in total. The level of theory is wB97M-V/def2-TZVPD.

```
24
Properties=species:S:1:pos:R:3:lowdin_charge:R:1
Br -2.60151 -1.22826 1.46931 0.88
C -1.01931 -2.03230 0.66047 -0.55
C -0.54913 -1.14223 -0.60486 -0.54
Br -0.67975 0.81124 -0.23157 0.84
H -1.36922 -3.03623 0.42005 0.07
H -0.14514 -2.05379 1.31121 0.08
H -1.29122 -1.34712 -1.37649 0.07
H 0.48018 -1.29215 -0.93066 0.04
Br 5.31379 0.53879 -3.29669 0.58
C 4.44190 -1.30118 -3.05380 -0.61
C 3.00138 -1.07107 -3.41046 -0.69
Br 1.97174 -2.79677 -3.54346 0.55
H 4.49020 -1.54553 -1.99264 0.05
H 4.91615 -2.18864 -3.47284 0.07
H 2.90369 -0.62925 -4.40211 0.04
H 2.50507 -0.43954 -2.67362 0.04
Br -0.71636 3.76088 3.22731 0.62
C -2.63533 3.35675 3.41463 -0.63
C -2.96821 1.90329 2.92136 -0.75
Br -4.79346 1.29628 3.07559 0.72
H -3.11845 4.14966 2.84367 0.05
H -3.01692 3.43046 4.43299 0.06
H -2.37944 1.09137 3.34827 0.02
H -2.74064 1.76534 1.86434 -0.03
```

Properties
Total charge: +1
E_HOMO (spin up / spin down), eV: -12.659 / -12.659
2S+1: 2

---

Stability check: which of them is least stable? a.